The molecule C21H22N2O7S at a distorted geometry, computed with ωB97M-V with the def2-TZVPD basis set.

Each atom is followed by the atoms it is bonded to, with distances in Å.
Geometry (Å):
1 C 3.0518 -1.6581 -2.5481  C2 1.525, H32 1.087, H33 1.088, H34 1.087
2 C 3.9335 -0.4445 -2.2739  C1 1.525, N3 1.451, H35 1.093, H36 1.093
3 N 3.5364 0.2381 -1.0565  C2 1.451, C4 1.444, S6 1.656
4 C 4.4579 0.3331 0.0512  N3 1.444, C5 1.526, H37 1.097, H38 1.092
5 C 4.4077 -0.9082 0.9374  C4 1.526, H39 1.087, H40 1.087, H41 1.087
6 S 2.4310 1.4671 -1.1639  N3 1.656, O7 1.436, O8 1.433, C9 1.796
7 O 1.7212 1.3088 -2.4022  S6 1.436
8 O 3.0178 2.7398 -0.8648  S6 1.433
9 C 1.2959 1.0460 0.1631  S6 1.796, C10 1.383, C31 1.382
10 C 0.7900 -0.2404 0.2101  C9 1.383, C11 1.382, H42 1.078
11 C -0.1474 -0.5697 1.1700  C10 1.382, C12 1.395, H43 1.078
12 C -0.5748 0.4008 2.0760  C11 1.395, C13 1.486, C30 1.394
13 C -1.7174 0.1409 2.9906  C12 1.486, O14 1.206, O15 1.340
14 O -2.2626 0.9947 3.6456  C13 1.206
15 O -2.1325 -1.1322 2.9292  C13 1.340, C16 1.420
16 C -3.4608 -1.4207 3.3393  O15 1.420, C17 1.538, H44 1.098, H45 1.093
17 C -4.2982 -1.8345 2.1171  C16 1.538, O18 1.204, C19 1.480
18 O -5.1887 -2.6392 2.2163  C17 1.204
19 C -3.8375 -1.2337 0.8457  C17 1.480, C20 1.393, C24 1.395
20 C -3.6262 -2.0646 -0.2524  C19 1.393, C21 1.381, H46 1.079
21 C -3.0203 -1.5780 -1.3942  C20 1.381, C22 1.392, H47 1.078
22 C -2.6166 -0.2483 -1.4678  C21 1.392, C23 1.402, O29 1.348
23 C -2.8862 0.6044 -0.3879  C22 1.402, C24 1.382, N25 1.392
24 C -3.4980 0.1158 0.7507  C19 1.395, C23 1.382, H48 1.080
25 N -2.5082 1.9407 -0.4866  C23 1.392, C26 1.359, H49 1.012
26 C -1.7996 2.4534 -1.5272  N25 1.359, O27 1.208, C28 1.516
27 O -1.4622 3.6128 -1.5562  C26 1.208
28 C -1.4455 1.4833 -2.6373  C26 1.516, O29 1.423, H50 1.096, H51 1.102
29 O -2.0074 0.1766 -2.5924  C22 1.348, C28 1.423
30 C -0.0445 1.6887 2.0275  C12 1.394, C31 1.384, H52 1.080
31 C 0.8965 2.0127 1.0657  C9 1.382, C30 1.384, H53 1.078
32 H 3.4124 -2.1824 -3.4293  C1 1.087
33 H 3.0646 -2.3421 -1.7027  C1 1.088
34 H 2.0321 -1.3310 -2.7335  C1 1.087
35 H 3.8500 0.2542 -3.1108  C2 1.093
36 H 4.9788 -0.7473 -2.1754  C2 1.093
37 H 5.4799 0.4930 -0.3133  C4 1.097
38 H 4.1655 1.2160 0.6232  C4 1.092
39 H 5.0852 -0.7877 1.7784  C5 1.087
40 H 3.4003 -1.0609 1.3165  C5 1.087
41 H 4.7062 -1.7888 0.3746  C5 1.087
42 H 1.1262 -0.9621 -0.5164  C10 1.078
43 H -0.5698 -1.5610 1.2114  C11 1.078
44 H -3.9043 -0.5391 3.8198  C16 1.098
45 H -3.4411 -2.2455 4.0556  C16 1.093
46 H -3.9147 -3.1019 -0.1872  C20 1.079
47 H -2.8373 -2.2160 -2.2433  C21 1.078
48 H -3.7304 0.8014 1.5517  C24 1.080
49 H -2.7259 2.5633 0.2811  N25 1.012
50 H -1.7554 1.9296 -3.5890  C28 1.096
51 H -0.3473 1.3965 -2.6575  C28 1.102
52 H -0.3961 2.4234 2.7360  C30 1.080
53 H 1.3160 3.0030 0.9862  C31 1.078

Its multiplicity is 1. As for the SMILES: CCN(CC)S(=O)(=O)c1ccc(C(=O)OCC(=O)c2ccc3c(c2)NC(=O)CO3)cc1. As for the molecular weight: 446.48 g mol⁻¹. The calculation puts the energy above the lowest of the compared OMol25 structures with the same formula, charge and spin at 2.6 kcal per mole. The LUMO energy comes out at -0.52 eV.

Computed natural (NBO) charges, given in elementary charges: -0.615, -0.216, -0.709, -0.216, -0.614, 2.341, -0.955, -0.929, -0.314, -0.210, -0.112, -0.176, 0.801, -0.594, -0.511, -0.191, 0.561, -0.510, -0.171, -0.167, -0.251, 0.286, 0.153, -0.240, -0.621, 0.660, -0.582, -0.192, -0.472, -0.155, -0.197, 0.215, 0.202, 0.219, 0.218, 0.202, 0.195, 0.221, 0.217, 0.212, 0.204, 0.236, 0.235, 0.237, 0.226, 0.230, 0.232, 0.226, 0.418, 0.220, 0.256, 0.243, 0.254